--- one ---
Formula: C4H11N3O2
Source: OMol25
Level of theory: ωB97M-V with the def2-TZVPD basis set

Element x y z (Å)
C (-0.206, -2.361, 1.389)
C (1.073, -1.503, -0.567)
N (0.509, -1.288, 0.663)
N (0.642, -0.758, -1.577)
N (1.986, -2.489, -0.617)
H (-0.037, -0.415, 0.719)
H (0.391, -3.187, 1.744)
H (-1.124, -2.614, 0.856)
H (-1.115, 0.769, -1.022)
H (1.173, -0.785, -2.449)
H (2.882, -2.496, -1.083)
H (2.041, -3.049, 0.226)
H (-0.675, -1.842, 2.233)
C (-1.230, 3.763, -0.068)
C (-0.828, 2.347, 0.024)
O (-0.062, 1.746, 0.735)
O (-1.518, 1.623, -0.927)
H (-0.712, 4.389, 0.665)
H (-2.304, 3.875, 0.023)
H (-0.883, 4.277, -0.968)

Its HOMO energy (spin up / spin down) is -13.99 / -13.98 eV. Its total charge is +1. Its HOMO-LUMO gap (spin up / spin down) is 10.47 / 5.73 eV. The value obtained for the LUMO energy (spin up / spin down) is -3.52 / -8.26 eV. The spin multiplicity is 2.

---

--- two ---
Formula: C4H11N3O2
Source: OMol25
Level of theory: ωB97M-V with the def2-TZVPD basis set

Element x y z (Å)
C (1.390, 2.959, -0.848)
C (0.360, 2.055, -1.461)
O (-0.735, 1.764, -1.048)
O (0.867, 1.552, -2.597)
H (1.453, 2.860, 0.237)
H (1.285, 3.987, -1.185)
H (2.379, 2.691, -1.219)
C (0.901, -1.254, 1.973)
C (-1.079, -1.537, 0.505)
N (-0.130, -0.838, 1.092)
N (-1.361, -2.817, 0.817)
N (-1.856, -0.914, -0.375)
H (0.404, 0.827, -3.057)
H (1.331, -2.253, 1.917)
H (0.551, -0.903, 2.951)
H (-1.282, -3.076, 1.788)
H (-2.252, -3.120, 0.444)
H (-2.316, -1.486, -1.073)
H (-1.652, 0.064, -0.612)
H (1.742, -0.564, 1.753)

Its HOMO energy (spin up / spin down) is -14.03 / -14.03 eV. Its total charge is +1. Its HOMO-LUMO gap (spin up / spin down) is 11.00 / 6.96 eV. The value obtained for the LUMO energy (spin up / spin down) is -3.03 / -7.07 eV. The spin multiplicity is 2.

---

--- three ---
Formula: C4H11N3O2
Source: OMol25
Level of theory: ωB97M-V with the def2-TZVPD basis set

Element x y z (Å)
C (0.596, 3.245, 1.411)
C (0.926, 1.919, 1.230)
O (-0.020, 0.980, 1.758)
O (1.874, 1.395, 0.752)
H (0.194, 3.755, 0.489)
H (1.393, 4.106, 1.443)
H (-0.214, 3.342, 2.262)
C (-2.544, -0.873, -0.732)
C (-0.272, -1.781, -1.010)
N (1.079, -1.831, -0.550)
N (-1.233, -1.201, -0.215)
N (-0.239, -1.964, -2.554)
H (1.270, -2.031, 0.536)
H (1.838, -1.140, -0.852)
H (0.126, -0.083, 1.862)
H (-0.708, -2.789, -2.677)
H (0.809, -2.137, -2.762)
H (-3.133, -1.313, -1.655)
H (-2.578, 0.353, -0.908)
H (-3.308, -1.132, 0.023)

Its HOMO energy (spin up / spin down) is -13.37 / -13.36 eV. Its total charge is +1. Its HOMO-LUMO gap (spin up / spin down) is 8.47 / 4.87 eV. The value obtained for the LUMO energy (spin up / spin down) is -4.90 / -8.48 eV. The spin multiplicity is 2.

---

--- four ---
Formula: C4H11N3O2
Source: OMol25
Level of theory: ωB97M-V with the def2-TZVPD basis set

Element x y z (Å)
C (0.116, 3.367, 0.962)
C (-0.167, 1.968, 0.561)
O (-0.672, 1.724, -0.776)
O (0.168, 1.088, 1.325)
H (0.786, 3.582, 1.805)
H (-0.791, 3.818, 1.478)
H (0.344, 3.926, 0.004)
C (-1.380, -1.922, -1.459)
C (0.455, -1.822, 0.108)
N (-0.641, -2.225, -0.206)
N (1.454, -1.172, -0.739)
N (0.837, -1.998, 1.437)
H (-0.654, 0.837, -0.905)
H (-1.168, -0.958, -1.940)
H (-2.479, -2.058, -1.514)
H (2.224, -1.551, -1.155)
H (1.591, -0.120, -0.570)
H (0.288, -2.732, 1.994)
H (0.748, -1.127, 1.899)
H (-1.059, -2.624, -2.308)

Its HOMO energy (spin up / spin down) is -14.41 / -14.41 eV. Its total charge is +1. Its HOMO-LUMO gap (spin up / spin down) is 10.85 / 6.13 eV. The value obtained for the LUMO energy (spin up / spin down) is -3.57 / -8.28 eV. The spin multiplicity is 2.

---

Bottom line: two, by a margin of 92.7 kJ/mol.

---

--- one ---
Formula: C4H11N3S
Source: OMol25
Level of theory: ωB97M-V with the def2-TZVPD basis set

Element x y z (Å)
C (3.890, -0.809, -0.315)
N (2.706, -0.736, 0.502)
C (2.222, 0.607, 0.680)
C (1.216, 1.218, -0.310)
N (0.173, 0.234, -0.558)
C (-1.014, 0.517, -0.166)
N (-2.053, -0.450, -0.204)
S (-3.644, -0.281, 0.244)
H (3.776, -0.706, -1.400)
H (4.381, -1.777, -0.192)
H (4.668, -0.055, -0.025)
H (1.970, -1.349, 0.113)
H (1.733, 0.661, 1.630)
H (3.095, 1.308, 0.787)
H (0.776, 2.080, 0.204)
H (1.656, 1.548, -1.231)
H (-1.409, 1.507, 0.168)
H (-1.801, -1.366, -0.563)
H (-4.203, 0.112, -0.914)

As for the SMILES: CNCC/N=C/NS. Its HOMO energy is -8.48 eV. Its HOMO-LUMO gap is 9.31 eV. The value obtained for the LUMO energy is 0.83 eV.

---

--- two ---
Formula: C4H11N3S
Source: OMol25
Level of theory: ωB97M-V with the def2-TZVPD basis set

Element x y z (Å)
C (1.686, 1.976, -0.033)
N (0.574, 1.063, -0.025)
C (0.672, -0.271, -0.035)
S (2.121, -1.098, 0.006)
N (-0.525, -0.971, -0.020)
N (-1.806, -0.454, 0.027)
C (-2.298, 0.137, -1.215)
C (-2.165, 0.188, 1.266)
H (2.329, 1.765, -0.892)
H (2.318, 1.933, 0.886)
H (1.292, 2.999, -0.090)
H (-0.343, 1.462, 0.022)
H (-0.454, -1.992, -0.002)
H (-3.395, 0.112, -1.213)
H (-1.982, -0.455, -2.049)
H (-2.017, 1.170, -1.372)
H (-1.685, -0.410, 2.071)
H (-3.271, 0.131, 1.365)
H (-1.790, 1.219, 1.405)

As for the SMILES: CNC(=S)NN(C)C. Its HOMO energy is -8.12 eV. Its HOMO-LUMO gap is 8.77 eV. The value obtained for the LUMO energy is 0.65 eV.

---

Bottom line: two, by a margin of 35.7 kJ/mol.

---

--- one ---
Formula: C4H15NO2
Source: OMol25
Level of theory: ωB97M-V with the def2-TZVPD basis set

Element x y z (Å)
C (2.117, -1.505, -0.818)
C (1.903, 0.037, -0.457)
C (0.328, 0.176, -0.116)
C (-0.090, 1.729, -0.394)
N (-0.009, -0.322, 1.286)
H (2.279, -2.002, 0.084)
H (1.263, -1.998, -1.390)
H (2.938, -1.556, -1.509)
H (2.133, 0.768, -1.198)
H (2.541, 0.208, 0.390)
H (-0.227, -0.364, -0.865)
H (-1.134, 1.730, 0.062)
H (0.564, 2.453, 0.029)
H (-0.310, 2.035, -1.378)
H (-0.060, 0.473, 1.898)
H (0.785, -0.798, 1.663)
O (-3.575, 2.378, -0.797)
H (-3.634, 3.348, -0.593)
H (-3.137, 1.876, -0.112)
O (-1.236, -3.045, 1.388)
H (-2.048, -3.525, 1.658)
H (-1.389, -2.097, 1.168)

As for the SMILES: CC[C@H](C)N.O.O. Its HOMO energy is -9.77 eV. Its HOMO-LUMO gap is 10.57 eV. The value obtained for the LUMO energy is 0.80 eV.

---

--- two ---
Formula: C4H15NO2
Source: OMol25
Level of theory: ωB97M-V with the def2-TZVPD basis set

Element x y z (Å)
C (-1.539, -1.282, -1.011)
C (-0.850, -1.499, 0.340)
N (-0.377, -0.267, 0.983)
C (1.024, 0.069, 0.748)
C (1.825, 0.197, 2.044)
H (-2.328, -0.530, -1.027)
H (-2.104, -2.191, -1.258)
H (-0.786, -1.157, -1.788)
H (-1.616, -1.899, 1.012)
H (-0.023, -2.185, 0.261)
H (-0.899, 0.544, 0.702)
H (1.554, -0.726, 0.209)
H (1.133, 1.034, 0.240)
H (1.636, 1.066, 2.672)
H (1.714, -0.701, 2.666)
H (2.899, 0.134, 1.858)
O (-1.724, 2.183, -0.149)
H (-2.041, 2.677, 0.621)
H (-2.459, 1.686, -0.519)
O (1.740, 0.111, -2.496)
H (1.490, 0.133, -1.564)
H (1.713, 1.011, -2.828)

As for the SMILES: CCNCC.O.O. Its HOMO energy is -8.42 eV. Its HOMO-LUMO gap is 9.02 eV. The value obtained for the LUMO energy is 0.60 eV.

---

Bottom line: two, by a margin of 44.7 kJ/mol.